[1]
Formula: C40H33OP2PtS5Si
Source: the OMol25 dataset
Level of theory: the ωB97M-V functional and the def2-TZVPD basis

Each line ends with the Löwdin charge.
Geometry (Å):
Pt: 0.626457 -0.525452 -0.859516  0.53
C: 2.436683 2.379845 -2.112088  -0.18
Si: 1.466286 1.678172 -0.688770  0.43
C: -0.015644 2.808433 -0.441950  -0.29
C: 0.109889 4.131877 -0.019420  -0.07
C: -1.004359 4.955781 0.068066  -0.05
C: -2.259573 4.471977 -0.278481  -0.05
C: -2.406761 3.159487 -0.705501  -0.07
C: -1.282708 2.343163 -0.798786  -0.41
P: -1.363733 0.620427 -1.367835  0.94
C: -3.110914 0.148742 -1.268159  -0.37
C: -3.707621 0.036848 -0.010310  -0.11
C: -5.045987 -0.298223 0.102027  -0.07
C: -5.798233 -0.534467 -1.043678  -0.06
C: -5.204356 -0.441715 -2.291883  -0.06
C: -3.860709 -0.105778 -2.408756  -0.06
C: -1.089521 0.792736 -3.179651  -0.38
C: -0.683076 -0.308744 -3.935886  -0.12
C: -0.413961 -0.173208 -5.289858  -0.06
C: -0.553197 1.061965 -5.908267  -0.06
C: -0.980795 2.157734 -5.171163  -0.06
C: -1.245855 2.025622 -3.814362  -0.07
C: 2.494461 1.609418 0.882885  -0.30
C: 3.501066 2.538270 1.156934  -0.07
C: 4.224026 2.476696 2.339512  -0.05
C: 3.941882 1.491313 3.277520  -0.05
C: 2.952615 0.554300 3.021986  -0.08
C: 2.257279 0.594904 1.815668  -0.37
P: 0.954433 -0.618330 1.437955  0.94
C: -0.316812 -0.182810 2.656262  -0.32
C: -1.168197 0.890886 2.414262  -0.10
C: -2.060642 1.313108 3.388068  -0.06
C: -2.109775 0.660568 4.612504  -0.06
C: -1.268075 -0.415688 4.858424  -0.06
C: -0.372785 -0.839438 3.886369  -0.07
C: 1.554939 -2.257633 1.882967  -0.39
C: 2.916310 -2.528095 1.990012  -0.10
C: 3.352792 -3.827378 2.228885  -0.08
C: 2.434614 -4.858292 2.341419  -0.07
C: 1.072027 -4.594834 2.223396  -0.07
C: 0.634466 -3.304293 1.989363  -0.12
H: 2.631778 3.436857 -1.899113  0.04
H: 1.844988 2.327989 -3.030345  0.04
H: 3.390718 1.877113 -2.283700  0.03
H: 1.081157 4.522680 0.271657  0.11
H: -0.895945 5.976226 0.413423  0.11
H: -3.124842 5.119990 -0.222493  0.11
H: -3.385066 2.784143 -0.981486  0.11
H: -3.127746 0.217905 0.887759  0.09
H: -5.503430 -0.378832 1.080050  0.11
H: -6.846094 -0.793520 -0.960262  0.11
H: -5.785512 -0.631834 -3.185172  0.11
H: -3.409479 -0.040668 -3.390768  0.11
H: -0.619294 -1.287302 -3.481681  0.06
H: -0.093387 -1.036600 -5.859804  0.11
H: -0.334111 1.168969 -6.963450  0.11
H: -1.109612 3.119794 -5.651958  0.11
H: -1.568907 2.893274 -3.252616  0.10
H: 3.729605 3.321820 0.439428  0.11
H: 5.004513 3.202007 2.535262  0.11
H: 4.499609 1.447307 4.204658  0.11
H: 2.732795 -0.209312 3.759934  0.12
H: -1.122377 1.419087 1.471390  0.07
H: -2.715331 2.153202 3.188693  0.11
H: -2.800721 0.993297 5.377181  0.11
H: -1.306853 -0.929315 5.810606  0.11
H: 0.278923 -1.679358 4.088927  0.11
H: 3.643933 -1.732392 1.882770  0.11
H: 4.413841 -4.028584 2.319545  0.12
H: 2.777953 -5.873032 2.506894  0.12
H: 0.353777 -5.400598 2.312672  0.12
H: -0.427719 -3.104315 1.894176  0.11
S: 5.236721 -6.198425 -0.817797  0.63
C: 4.213492 -4.953276 -0.976740  -1.48
S: 2.491158 -5.140076 -1.152964  0.94
C: 2.075286 -3.458117 -1.221871  -1.11
C: 3.145819 -2.575833 -1.139653  -1.11
S: 2.947679 -0.904786 -1.207094  0.67
S: 4.720552 -3.285537 -0.958609  0.93
S: 0.483701 -2.951200 -1.396866  0.66
O: -2.238791 -2.502269 -0.642975  -0.14
H: -2.141583 -3.421840 -0.923052  0.03
H: -2.748137 -2.552512 0.175239  0.05

Force components x, y, z for each atom (eV/Å):
Pt 0.8 -0.4 0.2
C 0.1 -0.1 -0.1
Si -0.2 0.2 0.2
C 0.0 0.1 -0.2
C 0.0 0.0 0.1
C 0.0 0.0 0.0
C 0.0 0.0 0.0
C 0.0 0.0 -0.1
C -0.1 -0.2 0.4
P 0.2 0.0 -1.3
C 0.1 -0.1 0.4
C 0.0 0.1 0.0
C 0.0 0.0 0.0
C 0.0 0.0 0.0
C 0.0 0.0 0.0
C 0.0 0.0 -0.1
C 0.0 0.2 0.0
C -0.2 0.0 -0.1
C 0.0 0.0 0.0
C 0.0 0.0 0.0
C 0.0 0.0 0.0
C 0.1 0.0 0.0
C 0.2 -0.1 -0.1
C -0.1 0.1 0.0
C 0.0 0.0 0.0
C 0.0 0.0 0.0
C 0.0 0.0 0.0
C 0.0 0.1 0.0
P 0.3 0.2 0.2
C -0.2 -0.3 -0.1
C 0.0 0.1 0.0
C 0.0 0.0 0.0
C 0.0 0.0 0.0
C 0.0 0.0 0.0
C 0.0 0.0 0.0
C 0.1 0.0 0.0
C 0.0 0.0 0.0
C 0.0 0.0 0.1
C 0.0 0.0 0.0
C 0.0 0.0 0.0
C 0.0 0.0 0.1
H 0.0 -0.1 -0.1
H 0.0 0.0 0.0
H -0.1 0.0 0.0
H -0.1 0.0 0.0
H 0.0 0.0 0.0
H 0.0 0.0 0.0
H 0.0 0.0 0.0
H 0.0 0.0 0.0
H 0.0 0.0 0.0
H 0.0 0.0 0.0
H 0.0 0.0 0.0
H 0.0 0.0 0.0
H 0.1 0.0 0.1
H 0.0 0.0 0.0
H 0.0 0.0 0.0
H 0.0 0.0 0.0
H 0.0 0.0 0.0
H 0.0 -0.1 0.0
H 0.0 0.0 0.0
H 0.0 0.0 0.0
H 0.0 0.0 0.0
H 0.0 0.0 0.0
H 0.0 0.0 0.0
H 0.0 0.0 0.0
H 0.0 0.0 0.0
H 0.0 0.0 0.0
H 0.0 0.0 0.0
H -0.1 0.0 0.0
H 0.0 0.1 0.0
H 0.0 0.0 0.0
H 0.0 0.0 0.0
S 0.0 0.0 0.0
C 0.0 0.0 0.0
S 0.0 -0.1 -0.1
C 0.1 0.2 -0.2
C -0.1 -0.1 0.0
S -0.2 0.2 0.0
S 0.1 0.0 -0.1
S -0.5 0.3 0.2
O -0.2 -0.4 0.2
H 0.0 0.1 0.0
H -0.1 0.1 -0.1

LUMO energy (spin up / spin down) = -4.187 / -4.555 eV
total energy = -127939.9842 eV
net charge = +1
HOMO-LUMO gap (spin up / spin down) = 5.744 / 5.271 eV
HOMO (spin up / spin down) = -9.932 / -9.826 eV
relative energy (zero: lowest compared OMol25 entry of this formula, charge and spin) = 0.0 kcal/mol

[2]
Formula: C40H34AsF6N7O2Ta
Source: the OMol25 dataset
Level of theory: the ωB97M-V functional and the def2-TZVPD basis

Each line ends with the Löwdin charge.
Geometry (Å):
Ta: -0.152056 -0.285718 0.053212  2.11
C: 3.171126 -0.498780 -4.619767  0.02
C: 3.565078 -0.230273 -3.303142  -0.01
C: 2.641017 0.166772 -2.372352  0.00
C: 1.297561 0.360962 -2.744287  -0.26
C: 0.905200 0.053042 -4.082909  0.00
C: 1.835264 -0.371978 -4.996867  -0.02
N: 0.347614 0.775263 -1.827821  0.01
C: -0.629253 1.594321 -2.413915  -0.24
C: -0.328996 2.528597 -3.407255  0.01
C: -1.360015 3.212221 -4.031258  0.00
C: -2.690121 2.978895 -3.688545  -0.01
C: -2.997485 2.105036 -2.661299  0.02
C: -1.958952 1.456972 -2.008656  -0.22
N: -2.113117 0.618186 -0.911130  -0.07
N: -3.256695 0.418873 -0.478537  0.16
C: -3.257763 -0.508389 0.563510  -0.27
C: -4.473649 -0.927416 1.065067  0.06
C: -4.486263 -1.927394 2.022499  0.02
C: -3.278386 -2.477445 2.426742  0.01
C: -2.104670 -1.990834 1.892512  -0.09
N: -2.073043 -0.993511 0.989021  -0.01
H: 3.904915 -0.833437 -5.340766  0.13
H: 4.600335 -0.344499 -3.016024  0.12
H: 2.942309 0.382149 -1.363550  0.07
H: -0.143849 0.064887 -4.340708  0.13
H: 1.523841 -0.640207 -5.996692  0.13
H: 0.701905 2.732614 -3.661050  0.14
H: -1.124245 3.936367 -4.799536  0.13
H: -3.481524 3.501258 -4.207643  0.13
H: -4.018208 1.929537 -2.353107  0.13
H: -5.375706 -0.480695 0.672735  0.14
H: -5.421321 -2.287383 2.429669  0.14
H: -3.236528 -3.285397 3.142707  0.13
H: -1.159998 -2.429181 2.175468  0.12
C: -2.733685 3.516822 0.308087  -0.03
C: -1.354929 3.777218 -0.240276  -0.21
C: -1.185929 4.944507 -0.977768  -0.03
C: 0.065269 5.362473 -1.395285  -0.05
C: 1.181265 4.638905 -1.018469  -0.03
C: 1.057040 3.461165 -0.289782  -0.21
C: 2.300463 2.793724 0.220881  -0.02
C: -0.222937 2.988945 0.011862  -0.22
N: -0.318403 1.714841 0.734834  -0.03
C: -0.662788 2.012722 2.074840  -0.43
O: -0.971143 3.088999 2.500639  0.18
C: -0.454354 0.857332 2.962564  -0.17
C: -0.550915 0.871329 4.337020  0.07
C: -0.008468 -0.199004 5.040454  0.03
C: 0.687871 -1.179716 4.347763  0.07
C: 0.718582 -1.100019 2.969320  -0.19
N: 0.094580 -0.147641 2.294703  0.00
C: 1.579952 -1.897852 2.078152  -0.44
O: 2.350748 -2.703735 2.516545  0.18
N: 1.446630 -1.516053 0.723819  -0.06
C: 2.580269 -2.167773 0.024160  -0.21
C: 3.777035 -1.449930 -0.038223  -0.24
C: 3.996863 -0.165908 0.720262  -0.04
C: 4.858136 -2.018202 -0.704940  -0.05
C: 4.765104 -3.283405 -1.253168  -0.04
C: 3.628901 -4.040185 -1.021899  -0.02
C: 2.547783 -3.524559 -0.315600  -0.21
C: 1.546654 -4.498600 0.243082  -0.04
H: -3.491462 3.614911 -0.469103  0.08
H: -2.847170 2.550677 0.786942  0.05
H: -2.945303 4.265928 1.071602  0.11
H: -2.057207 5.551916 -1.192294  0.13
H: 0.173657 6.280179 -1.957960  0.12
H: 2.172467 5.007016 -1.252714  0.12
H: 3.106254 3.521724 0.298249  0.10
H: 2.150693 2.362707 1.211108  0.08
H: 2.646677 2.007510 -0.443807  0.04
H: -0.994059 1.726349 4.828696  0.14
H: -0.065938 -0.228151 6.120280  0.14
H: 1.231365 -1.972247 4.843617  0.15
H: 3.074072 0.361610 0.952910  0.03
H: 4.486747 -0.397313 1.668904  0.11
H: 4.656536 0.516218 0.181268  0.10
H: 5.789389 -1.465993 -0.758493  0.12
H: 5.603156 -3.711264 -1.787102  0.12
H: 3.597094 -5.076939 -1.332477  0.13
H: 0.593115 -4.055114 0.504151  0.05
H: 1.368241 -5.325699 -0.437442  0.08
H: 1.983461 -4.909061 1.155673  0.10
F: 0.581297 -1.821861 -1.696377  -0.30
As: -0.840254 -2.881312 -2.166708  0.80
F: 0.115974 -4.264765 -2.172563  -0.15
F: -0.554109 -2.558424 -3.808094  -0.17
F: -2.323062 -3.667079 -2.363255  -0.16
F: -1.657894 -1.319130 -2.022460  -0.25
F: -1.024251 -2.891508 -0.400353  -0.28

Force components x, y, z for each atom (eV/Å):
Ta 0.4 0.4 0.2
C 0.0 0.0 0.0
C 0.0 0.0 0.0
C 0.0 0.0 0.0
C 0.0 0.0 0.0
C 0.0 0.1 0.0
C 0.0 0.0 0.0
N -0.1 0.0 -0.1
C 0.0 0.0 0.0
C 0.0 0.0 0.0
C 0.0 0.0 0.0
C 0.0 0.0 0.0
C 0.0 0.0 0.0
C 0.0 0.1 0.0
N 0.1 -0.1 0.0
N 0.0 0.1 0.0
C 0.0 0.0 0.1
C 0.0 0.0 0.0
C 0.0 0.0 0.0
C 0.0 0.0 0.0
C 0.0 0.0 0.0
N 0.1 0.0 -0.1
H 0.0 0.0 0.0
H 0.0 0.0 0.0
H 0.0 0.0 0.0
H 0.0 0.0 0.0
H 0.0 0.0 0.0
H 0.0 0.0 0.0
H 0.0 0.0 0.0
H 0.0 0.0 0.0
H 0.0 0.0 0.0
H 0.0 0.0 0.0
H 0.0 0.0 0.0
H 0.0 0.0 0.0
H 0.0 0.0 0.0
C 0.0 0.0 0.0
C 0.0 -0.1 0.0
C 0.0 0.0 0.0
C 0.0 0.0 0.0
C 0.0 0.0 0.0
C 0.0 0.0 0.0
C 0.0 0.0 0.0
C 0.0 0.0 -0.1
N -0.1 -0.1 -0.1
C 0.0 0.0 0.1
O 0.0 0.0 0.0
C 0.0 -0.1 0.1
C 0.0 0.0 0.0
C 0.0 0.0 0.0
C 0.0 0.0 0.0
C 0.0 0.0 0.1
N 0.1 0.0 0.0
C 0.0 0.0 -0.1
O 0.0 -0.1 0.0
N 0.0 -0.1 0.1
C -0.1 0.1 0.0
C 0.0 0.0 0.0
C 0.0 0.0 0.0
C 0.0 0.1 0.0
C 0.0 0.0 0.0
C 0.0 0.0 0.0
C 0.0 0.0 0.0
C 0.0 0.0 0.0
H 0.0 0.0 0.0
H 0.0 -0.1 0.0
H 0.0 0.0 0.0
H 0.0 0.0 0.0
H 0.0 0.0 0.0
H 0.0 0.0 0.0
H 0.0 0.0 0.0
H 0.0 0.0 0.0
H 0.0 0.0 0.0
H 0.0 0.0 0.0
H 0.0 0.0 0.0
H 0.0 0.0 0.0
H 0.0 0.0 0.0
H 0.0 0.0 0.0
H 0.0 0.0 0.0
H 0.0 0.0 0.0
H 0.0 0.0 0.0
H 0.0 0.0 0.0
H 0.0 0.0 0.0
H 0.0 0.0 0.0
H 0.0 0.0 0.0
F -0.2 0.1 0.3
As -0.3 0.1 0.0
F 0.1 0.0 0.0
F 0.0 0.0 0.0
F 0.1 -0.1 -0.1
F -0.1 -0.2 -0.2
F 0.0 -0.2 0.0

spin multiplicity = 2
LUMO energy (spin up / spin down) = -7.921 / -8.666 eV
total energy = -135243.2417 eV
net charge = +2
HOMO-LUMO gap (spin up / spin down) = 5.379 / 4.630 eV
HOMO (spin up / spin down) = -13.300 / -13.296 eV
<S²> = 0.782
relative energy (zero: lowest compared OMol25 entry of this formula, charge and spin) = 71.8 kcal/mol